C42H83BaN2O20 | ωB97M-V/def2-TZVPD

Element x y z (Å)
Ba 4.387667 -1.647345 -5.320805
C -0.705173 0.835475 -0.393775
C 0.333667 0.808965 -1.523395
O -0.027013 0.569895 -2.670615
O 1.490417 0.972865 -1.184715
H -0.935803 -0.184555 -0.086445
H -1.623603 1.284525 -0.771855
H -0.417103 1.472915 0.442165
C -8.699423 -1.267385 3.401915
C -7.894753 -0.254405 3.907295
C -8.561603 0.567525 4.837235
C -9.843803 0.274935 5.367315
C -10.587283 -0.766325 4.798065
C -9.993943 -1.546115 3.817015
N -10.377763 1.196245 6.426715
O -11.600563 1.287735 6.437435
O -9.607623 1.830175 7.159595
H -8.325553 -1.805675 2.543515
H -6.885603 -0.156635 3.535205
H -8.091163 1.430055 5.285725
H -11.637413 -0.879475 5.023485
H -10.405123 -2.477175 3.455815
C 8.304747 -0.012735 3.295435
C 8.933977 -1.031525 3.972405
C 8.236217 -2.058595 4.554425
C 6.864617 -1.956755 4.610445
C 6.227577 -0.921445 3.921825
C 6.913947 0.018245 3.219685
N 6.027097 -2.929915 5.383195
O 4.802647 -2.772245 5.330605
O 6.626667 -3.851185 5.860915
H 8.844637 0.743495 2.744955
H 10.012167 -0.974295 3.947235
H 8.812717 -2.773615 5.122575
H 5.151667 -0.860465 3.850475
H 6.523167 0.839675 2.637475
C 2.746337 6.187285 8.309005
O 3.605497 5.186415 7.792025
C 2.992677 3.876655 7.861425
C 1.603607 3.577775 7.163885
O 0.550227 4.256015 7.891665
C -0.768533 3.945025 7.418055
H 2.073927 5.824195 9.086275
H 2.153457 6.550745 7.469675
H 3.294487 6.971025 8.831875
H 2.969297 3.695455 8.936005
H 3.771037 3.224245 7.465665
H 1.430277 2.519905 7.361305
H 1.625957 3.717945 6.083165
H -0.792783 3.980935 6.328915
H -1.433683 4.725795 7.786935
H -1.078943 2.991185 7.844585
C 7.545267 2.744705 -5.057395
O 6.255427 2.688995 -5.511085
C 5.875897 3.885095 -6.333675
C 4.598537 3.538935 -7.181285
O 4.596477 2.241065 -7.836305
C 5.049757 2.221555 -9.175585
H 7.626917 3.670465 -4.487835
H 8.301847 2.721865 -5.841725
H 7.716027 1.906695 -4.381625
H 6.719157 4.012235 -7.012535
H 5.866077 4.812335 -5.760755
H 4.390237 4.401555 -7.814205
H 3.737177 3.451285 -6.519105
H 6.096077 2.524175 -9.217125
H 4.439087 2.883015 -9.790125
H 4.913937 1.186735 -9.489895
C -10.314853 -0.559625 -4.706865
O -10.535073 -0.165675 -6.052025
C -9.395273 0.236555 -6.803025
C -8.311153 -0.764835 -7.058435
O -7.562183 -1.270355 -5.882295
C -6.604823 -0.398255 -5.289535
H -10.162093 -1.638845 -4.699325
H -11.300383 -0.345115 -4.293545
H -9.640933 -0.049675 -4.018475
H -9.009403 1.208655 -6.496075
H -9.761653 0.369405 -7.820975
H -7.566193 -0.254985 -7.669325
H -8.683213 -1.623975 -7.616615
H -7.033043 0.523475 -4.895655
H -5.807423 -0.112765 -5.975635
H -6.057093 -0.857265 -4.466485
C -2.588303 -4.694685 5.611335
O -3.512323 -4.365005 6.653825
C -2.933493 -4.119865 7.918295
C -3.971013 -3.958215 8.999665
O -4.627803 -2.684315 8.890475
C -5.115963 -2.168815 10.138975
H -1.841253 -3.927365 5.408245
H -3.199253 -4.908605 4.734375
H -2.030873 -5.586855 5.896635
H -2.410493 -3.183625 7.723315
H -2.239773 -4.938065 8.111705
H -3.430103 -4.059385 9.940555
H -4.739953 -4.730615 9.014405
H -5.220243 -1.083865 10.127875
H -4.341743 -2.301985 10.894585
H -6.023943 -2.701835 10.420995
C 0.846627 -3.414805 -9.155615
O 1.880847 -4.135995 -8.456575
C 2.342127 -5.313715 -9.189975
C 2.893827 -6.414725 -8.267925
O 3.878507 -5.919615 -7.379355
C 4.988297 -6.786175 -7.185445
H 0.593497 -2.573865 -8.509975
H -0.112783 -3.924385 -9.244795
H 1.123057 -2.984665 -10.118255
H 3.109237 -5.075255 -9.926705
H 1.487817 -5.796025 -9.664985
H 3.265097 -7.211155 -8.912865
H 2.132467 -6.757735 -7.567375
H 5.762397 -6.257455 -6.629285
H 5.510127 -7.247685 -8.023775
H 4.691357 -7.670915 -6.622275
C 2.032167 9.117975 -1.470525
O 0.976577 9.111875 -0.560615
C 0.413927 7.834825 -0.269925
C -0.409153 7.904175 0.955795
O -1.563683 8.818775 0.971195
C -2.452163 8.687755 -0.177695
H 1.702457 8.766035 -2.448035
H 2.938757 8.656975 -1.078525
H 2.146177 10.185025 -1.661635
H 1.219547 7.103055 -0.209935
H -0.260523 7.598925 -1.093065
H 0.239727 8.265735 1.753485
H -0.582943 6.885315 1.301935
H -2.543843 7.622125 -0.387715
H -1.988903 9.156275 -1.046015
H -3.471953 9.072205 -0.159345
C 1.252007 -5.342245 -2.251505
O 2.595417 -5.069145 -2.166485
C 3.046567 -5.147715 -0.821645
C 4.528257 -5.657155 -0.880575
O 5.357237 -4.796755 -1.594835
C 6.762917 -5.031905 -1.259195
H 0.586427 -4.639025 -1.750915
H 1.010827 -6.323445 -1.842635
H 0.909227 -5.445115 -3.281085
H 2.491397 -5.905275 -0.268495
H 2.936597 -4.150475 -0.395585
H 4.572017 -6.600415 -1.425045
H 4.996697 -5.967105 0.053555
H 7.316037 -4.305395 -1.854455
H 7.041687 -6.055445 -1.509725
H 7.035237 -4.875985 -0.215345

Atomic forces in eV per Å
Ba -0.72 0.23 0.40
C -0.83 0.66 -0.25
C -0.67 -0.27 0.47
O -1.45 -0.63 -2.08
O 3.15 0.44 1.34
H 0.11 0.05 0.15
H -0.16 -0.22 -0.17
H 0.39 -0.39 0.06
C 0.55 -0.17 -0.80
C -2.31 0.23 0.57
C 0.34 -0.13 1.32
C 1.55 0.06 -1.39
C -0.35 0.63 0.34
C 0.78 0.08 0.54
N -0.34 0.43 -0.26
O 0.92 -0.05 0.39
O -0.98 -1.22 -1.27
H 0.20 -0.51 0.15
H -0.06 0.52 0.19
H 0.30 0.03 -0.02
H 0.05 -0.23 0.45
H -0.65 0.32 -0.20
C -0.69 0.07 -0.49
C 0.93 0.78 -1.07
C 0.30 -0.11 1.45
C -0.66 0.71 -0.33
C -1.66 -0.63 0.04
C 1.93 0.64 -0.10
N -0.75 0.88 -2.00
O 1.47 -0.31 0.58
O -0.10 -0.60 0.83
H 0.34 0.03 0.21
H 0.14 -0.50 0.34
H -0.36 -0.40 -0.07
H -0.13 -0.33 0.46
H -0.78 -0.23 0.14
C -0.27 0.06 0.10
O -0.68 -0.64 -0.23
C 0.21 0.75 -0.07
C 0.57 0.21 2.22
O 0.38 0.13 -1.11
C 0.85 0.46 0.42
H -0.17 -0.42 -0.15
H -0.17 0.48 0.29
H 0.45 0.12 -0.60
H -0.71 -0.52 0.07
H -0.26 -0.19 -0.28
H 0.23 -0.41 -0.27
H -0.21 0.53 -0.04
H -0.13 -0.32 -0.08
H 0.07 -0.04 0.07
H -0.15 -0.21 -0.35
C 0.77 0.69 0.89
O -2.60 0.87 -1.66
C 0.75 -2.64 -0.75
C 0.10 -0.47 1.53
O 0.19 1.09 0.76
C -0.04 0.11 0.42
H 0.71 0.07 0.25
H 0.08 0.05 -0.25
H 0.01 -0.03 0.03
H 0.12 0.03 -0.32
H -0.69 -0.18 0.34
H 0.11 -0.26 -0.56
H 0.09 0.18 0.21
H 0.12 -0.09 -0.30
H 0.04 0.00 -0.18
H 0.20 0.13 -0.31
C -1.81 -0.60 0.15
O 1.49 0.69 -0.38
C -0.77 -0.20 -0.36
C 1.85 -0.23 1.64
O -0.56 0.08 -0.40
C -0.07 0.31 -0.47
H 0.32 0.04 0.35
H -0.07 -0.38 0.43
H 0.68 0.36 -0.81
H 0.10 0.03 0.44
H -0.34 0.37 -0.08
H 0.03 0.08 -0.40
H 0.04 -0.17 0.41
H -0.29 0.09 -0.02
H -0.05 0.09 -0.52
H -0.55 -0.57 0.02
C -0.62 -0.21 0.99
O -0.61 -0.50 -0.98
C -0.12 0.32 -1.51
C -0.37 0.70 0.14
O 0.43 0.22 0.34
C 0.95 -0.63 -0.29
H -0.15 0.42 -0.01
H 0.20 0.12 0.01
H 0.08 -0.31 -0.05
H 0.52 0.22 1.00
H 0.18 -0.03 0.53
H 0.05 0.29 0.33
H 0.08 -0.34 -0.35
H -0.48 -0.13 -0.68
H 0.00 -0.39 0.32
H -0.14 0.26 0.18
C -0.07 0.58 0.92
O 0.05 -0.76 -1.12
C -0.30 -0.18 1.12
C -0.65 1.03 0.66
O 1.69 0.34 -0.72
C 0.10 -0.59 0.81
H 0.20 0.14 0.07
H 0.26 -0.69 -0.14
H 0.39 -0.36 -0.13
H -0.09 0.39 -0.11
H -0.09 0.20 -0.36
H 0.02 -0.14 0.10
H -0.54 -0.43 -0.57
H -0.21 0.11 0.15
H -0.42 0.65 -0.93
H -0.18 0.04 0.47
C -0.82 1.16 -0.42
O -0.47 -0.28 0.99
C -0.10 1.09 -1.50
C -0.24 1.00 1.51
O -0.08 -0.80 -0.69
C 1.48 -0.99 -0.26
H 0.25 -0.79 -0.13
H 0.08 -0.15 -0.19
H 0.76 0.04 0.15
H -0.14 -0.33 0.26
H 0.17 -0.50 -0.42
H -0.13 0.50 0.08
H -1.01 -0.24 -0.31
H -0.16 -0.17 -0.20
H 0.14 0.06 -0.10
H 0.26 0.38 1.24
C -1.90 -0.92 -0.38
O 0.87 0.15 -0.12
C 1.94 -0.44 -0.46
C -0.94 -0.78 -0.23
O 1.92 1.08 0.51
C -0.97 0.38 -0.77
H 0.18 0.40 0.12
H 0.11 -0.25 0.36
H 0.38 0.43 -0.25
H -0.21 0.12 0.12
H 0.17 -0.11 0.47
H -0.71 -0.40 -0.26
H -0.44 0.70 0.69
H 0.13 -0.24 -0.04
H 0.05 -0.05 -0.23
H -0.53 0.17 0.21

* total charge: +1
* HOMO energy: -0.3196 Ha
* energy above the lowest of the compared OMol25 structures with the same formula, charge and spin: 1217.0 kJ/mol